# C6H14ClO7SV

C6H14ClO7SV as an isolated structure at a distorted geometry (ωB97M-V/def2-TZVPD, OMol25).

Geometry (Å):
O -1.2751 -3.3385 -0.1842
V -1.3555 -3.5767 1.3714
Cl 0.7083 -3.5323 2.6394
O -0.3226 -0.6722 -1.3551
S 1.0888 -0.3678 -1.5020
O 1.8389 -0.8147 -2.6362
O 1.2738 1.2239 -1.3708
C 0.5170 2.1287 -2.2052
C 1.0864 2.1876 -3.6154
C 1.9516 -0.8911 -0.0015
H 0.5467 3.0838 -1.6901
H -0.4952 1.7041 -2.1949
H 2.1513 2.4332 -3.5650
H 0.5886 2.9091 -4.2599
H 1.1065 1.2319 -4.1408
H 1.2158 -1.4003 0.6192
H 2.2734 0.0448 0.4464
H 2.6861 -1.6361 -0.2869
C -2.9556 0.3395 0.3320
O -2.0269 0.7025 1.3416
C -1.2790 -0.1509 1.9654
O -1.3680 -1.3648 1.7631
O -0.4887 0.4614 2.7752
C 0.3476 -0.2413 3.6795
H -3.9403 0.0863 0.7231
H -2.5967 -0.5282 -0.2258
H -3.0059 1.1904 -0.3380
H -0.0109 -1.2277 3.9701
H 0.3696 0.2903 4.6323
H 1.3699 -0.2749 3.3131

## Properties
2S+1   2
ΔE to the lowest compared entry with this formula, charge and spin   22.5 kcal/mol
HOMO energy (spin up / spin down)   -13.37 / -13.37 eV
Net charge   +1
Energy   -69818.57077 eV

natural (NBO) atomic charge list, values in e, 6 entries: O -0.34; V 1.69; Cl -0.47; O -0.97; S 2.35; O -0.91


# C6H14ErO4

C6H14ErO4 as an isolated structure at a distorted geometry (ωB97M-V/def2-TZVPD, OMol25).

Geometry (Å):
C 2.7360 -0.6596 -0.8709
O 1.5790 -1.3743 -0.5655
C 1.4042 -1.6039 0.8514
C 0.0078 -2.1370 1.0816
O -0.8980 -1.0417 1.3266
C -1.7867 -0.3080 -0.0816
C -1.5882 1.1948 -0.0290
O -0.2379 1.4884 0.3168
C 0.1358 2.8418 0.1315
Er 0.7424 0.3062 2.1752
H 2.7618 -0.4925 -1.9567
H 2.7500 0.3295 -0.3751
H 3.6482 -1.2060 -0.5675
H 2.1560 -2.3491 1.1736
H -0.0029 -2.8095 1.9566
H -0.3743 -2.7192 0.2193
H -2.7478 -0.4838 0.4334
H -1.0533 -0.6768 -0.8179
H -2.2603 1.6446 0.7210
H -1.8036 1.6424 -1.0114
H 1.1745 2.9413 0.4694
H 0.0546 3.1008 -0.9341
H -0.5034 3.5079 0.7305
O -3.2122 -0.6226 -1.7871
H -2.6815 -0.5134 -2.5902

## Properties
2S+1   5
ΔE to the lowest compared entry with this formula, charge and spin   46.6 kcal/mol
HOMO energy (spin up / spin down)   -6.47 / -7.04 eV
Net charge   0
Energy   -42252.21991 eV

natural (NBO) atomic charge list, values in e, 6 entries: C -0.23; O -0.57; C -0.49; C -0.15; O -0.85; C -0.02


# C6H14F2

A 2-piece molecular cluster, C6H14F2 overall (ωB97M-V/def2-TZVPD, OMol25).

Geometry (Å):
F 0.4226 1.0679 -1.0722
C 0.4907 1.8186 1.7717
C -0.6938 1.6370 -0.4529
C -0.2581 2.5561 0.6640
H -0.1523 1.0392 2.2141
H 0.7925 2.5195 2.5680
H 1.3961 1.3382 1.3642
H -1.3227 0.8063 -0.0789
H -1.2701 2.1705 -1.2331
H -1.1694 3.0356 1.0704
H 0.3784 3.3533 0.2342
F -1.2133 -1.1537 1.2266
C 0.8096 -2.3659 -1.6716
C -0.0747 -1.5465 0.5218
C -0.4335 -1.9343 -0.8933
H 1.2852 -3.2342 -1.1855
H 1.5416 -1.5419 -1.7143
H 0.5350 -2.6464 -2.7024
H 0.3845 -2.3905 1.0715
H 0.6404 -0.7017 0.5438
H -0.9164 -1.0691 -1.3869
H -1.1723 -2.7579 -0.8592

## Properties
2S+1   1
ΔE to the lowest compared entry with this formula, charge and spin   9.2 kcal/mol
HOMO energy   -11.37 eV
SMILES   CCCF.CCCF
Net charge   0
Energy   -11883.99477 eV

natural (NBO) atomic charge list, values in e, 6 entries: F -0.39; C -0.62; C 0.04; C -0.44; H 0.22; H 0.21


# C6H14MgN3

C6H14MgN3 as an isolated structure at a distorted geometry (ωB97M-V/def2-TZVPD, OMol25).

Geometry (Å):
C -2.9671 -1.8195 -1.7183
Mg 0.6479 -0.5869 -1.2364
N 1.0930 0.7482 -2.7397
H -3.7256 -0.8689 -0.5418
H -4.2924 -1.2707 -0.8802
H -3.4311 -2.7642 -2.0351
H -1.9204 -1.7860 -1.5103
H -3.0856 -0.9268 -2.3302
H 2.0637 0.4366 -2.5443
H 1.0620 1.7702 -2.6844
H 0.8324 0.4432 -3.6831
N 0.6590 -1.6850 0.9218
C 0.8746 -0.3366 1.3434
C 1.6788 -0.0089 2.4369
C 1.8956 1.3496 2.6832
C 1.2308 2.3003 1.8856
C 0.4571 1.8724 0.8116
N 0.4177 0.5622 0.4282
H -0.3440 -1.8983 0.8501
H 0.9942 -2.3195 1.6562
H 2.1228 -0.8109 3.0459
H 2.5529 1.6646 3.5051
H 1.3311 3.3743 2.1051
H -0.1474 2.5607 0.2305

## Properties
2S+1   1
HOMO energy (spin up / spin down)   -0.70 / -0.68 eV
Net charge   -1
Energy   -16358.37142 eV

natural (NBO) atomic charge list, values in e, 6 entries: C -0.79; Mg 0.27; N -1.30; H 0.08; H 0.04; H 0.19


# C6H14N2

A 2-piece molecular cluster, C6H14N2 overall at a distorted geometry (ωB97M-V/def2-TZVPD, OMol25).

Geometry (Å):
C -1.9140 1.9497 0.1212
C -0.6530 1.5512 0.2889
C 1.3706 0.2082 -1.2619
C -0.8347 -0.8599 -1.4555
C 1.6137 -0.8139 1.4127
C 0.1838 -0.2251 -0.5449
N -0.7132 -1.2675 1.4666
N 0.4164 -1.0424 0.6017
H -2.0283 2.9089 0.5227
H -2.8196 1.5547 -0.3528
H 0.0504 2.0666 0.9075
H 1.7908 -0.4171 -2.0436
H 2.2410 0.5219 -0.6657
H 1.1626 1.1282 -1.7740
H -0.6685 -0.4544 -2.4407
H -0.7848 -1.9513 -1.4098
H -1.8182 -0.6090 -1.1566
H 2.5336 -1.2515 0.8769
H 1.8005 0.2619 1.7065
H 1.4645 -1.5001 2.2233
H -0.8960 -0.4116 2.1571
H -1.4979 -1.3476 0.8204

## Properties
2S+1   1
ΔE to the lowest compared entry with this formula, charge and spin   108.9 kcal/mol
HOMO energy   -7.68 eV
Net charge   0
Energy   -9424.76376 eV

natural (NBO) atomic charge list, values in e, 6 entries: C -0.48; C -0.23; C -0.68; C -0.66; C -0.43; C 0.25


# C6H14N2O

One molecule with the formula C6H14N2O at a distorted geometry (ωB97M-V/def2-TZVPD, OMol25).

Geometry (Å):
C 1.1180 0.3956 -0.2398
C 0.5960 -0.8364 0.5342
C -0.9895 -0.3030 2.3620
C 0.3217 -0.7604 -2.4797
C 0.5453 1.7519 0.1591
N -0.7724 -0.9321 1.0630
C 1.1370 0.2835 -1.7659
N -1.7724 -0.5618 0.1115
O 1.8343 1.0630 -2.4261
H 2.1890 0.4357 0.0155
H -2.0490 0.4202 0.1899
H -2.6312 -1.0970 0.2699
H 0.7632 -1.7356 -0.0706
H 1.2767 -0.9872 1.3849
H -1.0115 0.7889 2.3148
H -1.9459 -0.6358 2.7828
H -0.2171 -0.6046 3.0782
H 0.3737 -0.5769 -3.5579
H -0.7263 -0.6987 -2.1937
H 0.7264 -1.7558 -2.2872
H 0.5455 1.8874 1.2429
H 1.1558 2.5608 -0.2602
H -0.4674 1.8983 -0.2274

## Properties
2S+1   1
ΔE to the lowest compared entry with this formula, charge and spin   55.4 kcal/mol
HOMO energy   -8.86 eV
SMILES   CC(=O)[C@@H](C)CN(C)N
Net charge   0
Energy   -11475.36622 eV

natural (NBO) atomic charge list, values in e, 6 entries: C -0.35; C -0.22; C -0.42; C -0.74; C -0.60; N -0.29


# C6H14N2O

C6H14N2O as an isolated structure at a distorted geometry (ωB97M-V/def2-TZVPD, OMol25).

Geometry (Å):
C 1.3782 -0.1710 -0.5212
C 2.3210 0.3525 -1.5823
C 1.3705 0.5649 0.7523
C -0.3201 0.1175 -1.3547
O -0.5028 1.2689 -1.7348
H 1.4149 -1.2529 -0.4003
H -0.4003 -0.7484 -2.0358
H 2.0576 1.3828 -1.8288
H 2.2747 1.1422 0.9420
H 0.4323 1.2479 0.7963
H 2.2440 -0.2327 -2.5000
H 3.3613 0.3235 -1.2461
H 1.1283 -0.0480 1.6201
C -1.3425 -1.6586 0.3434
N -2.0697 0.6127 1.9617
C -1.4861 0.7230 0.7282
N -1.2754 -0.2846 -0.1009
H -2.2899 -0.2981 2.3298
H -2.6779 1.3527 2.2684
H -1.5421 1.6856 0.2316
H -0.6605 -1.8567 1.1758
H -2.3614 -1.9212 0.6410
H -1.0540 -2.3021 -0.4857

## Properties
2S+1   1
ΔE to the lowest compared entry with this formula, charge and spin   77.6 kcal/mol
HOMO energy   -7.05 eV
Net charge   0
Energy   -11474.40630 eV

natural (NBO) atomic charge list, values in e, 6 entries: C -0.28; C -0.62; C -0.62; C 0.40; O -0.77; H 0.18


# C6H14N2O2

C6H14N2O2 as an isolated structure at a distorted geometry (ωB97M-V/def2-TZVPD, OMol25).

Geometry (Å):
C 0.6282 -0.8745 -0.5412
C 0.4718 -1.3328 -1.9775
C 0.1559 -1.7714 0.4986
N 1.9343 -0.3452 -0.2777
O -0.8533 -2.6048 0.1244
O 0.5153 -1.7308 1.6814
H -1.1024 -3.1194 0.9059
H -0.3096 0.1902 -0.4863
H 2.2445 -0.5379 0.6694
H 1.9947 0.6513 -0.4554
H -0.5428 -1.6738 -2.1733
H 0.7084 -0.5115 -2.6574
H 1.1616 -2.1482 -2.2033
C -1.3730 1.2478 -0.5944
C -0.4612 1.5586 1.0338
N -0.8086 0.7137 2.0096
C 0.5670 2.3827 0.9118
H -1.7637 0.3959 2.0704
H -0.1292 -0.0158 2.2740
H -1.8353 2.2302 -0.5154
H -1.0181 1.2865 -1.6297
H -2.1835 0.5430 -0.4189
H 0.7558 2.9343 0.0060
H 1.2432 2.5320 1.7453

## Properties
2S+1   1
ΔE to the lowest compared entry with this formula, charge and spin   107.4 kcal/mol
HOMO energy   -8.16 eV
Net charge   0
Energy   -13520.96844 eV

natural (NBO) atomic charge list, values in e, 6 entries: C -0.21; C -0.61; C 0.78; N -0.84; O -0.69; O -0.68


# C6H14N2O2

A 2-piece molecular cluster, C6H14N2O2 overall at a distorted geometry (ωB97M-V/def2-TZVPD, OMol25).

Geometry (Å):
C 0.5373 3.0516 -0.5939
C 2.8390 0.0604 -0.1587
C 1.0466 1.6402 -0.7571
O 0.4604 0.7944 -1.4078
N 2.1623 1.3394 -0.0271
H -0.2981 3.1478 -1.3000
H 2.8168 2.0818 0.2150
H 2.3264 -0.6892 -0.7408
H 0.2199 3.2297 0.4200
H 1.2112 3.8407 -0.9472
H 3.7882 0.1674 -0.7042
H 3.0821 -0.2951 0.8376
C -1.3139 -2.0846 -1.2669
C -1.9301 -0.7894 2.0913
C -2.3313 -1.5992 0.8769
O -3.4849 -1.6806 0.5173
N -1.2987 -2.2304 0.1847
H -0.4078 -1.9586 0.5840
H -0.9541 -2.9514 -1.8295
H -2.3462 -2.0289 -1.6040
H -0.8578 -0.8689 2.2632
H -0.6956 -1.2402 -1.5577
H -2.1533 0.2596 1.9330
H -2.4184 -1.1964 2.9721

## Properties
2S+1   1
ΔE to the lowest compared entry with this formula, charge and spin   23.5 kcal/mol
HOMO energy   -9.33 eV
SMILES   CNC(C)=O.CNC(C)=O
Net charge   0
Energy   -13524.60397 eV

natural (NBO) atomic charge list, values in e, 6 entries: C -0.72; C -0.43; C 0.68; O -0.63; N -0.62; H 0.24


# C6H14N2O2

A 2-piece molecular cluster, C6H14N2O2 overall at a distorted geometry (ωB97M-V/def2-TZVPD, OMol25).

Geometry (Å):
C 0.4882 -0.2316 2.7295
C 0.3973 2.6435 0.0775
C 0.8724 0.7483 1.7409
O 1.9355 0.8360 1.2198
N -0.0465 1.7170 1.1813
H 1.4106 -0.4621 3.5106
H -1.1310 1.4487 1.2379
H 0.1908 3.7489 0.2706
H -0.4764 0.1937 3.2485
H 0.2215 -1.1927 2.2267
H 1.3726 2.3928 -0.1762
H -0.1840 2.3082 -0.7339
C -2.0885 -0.3385 -0.9689
C 1.2239 -2.0926 -1.6265
C -0.1506 -1.5392 -1.8624
O -0.7423 -2.0617 -2.8267
N -0.6287 -0.6170 -1.0085
H -0.0608 0.1311 -0.5842
H -2.5034 -0.6262 0.0528
H 1.9254 -1.6089 -0.7475
H -2.4230 0.7153 -1.3119
H -2.5412 -1.0138 -1.6963
H 1.2027 -3.1373 -1.3502
H 1.7356 -1.9619 -2.6028

## Properties
2S+1   1
ΔE to the lowest compared entry with this formula, charge and spin   61.6 kcal/mol
HOMO energy   -9.58 eV
SMILES   CNC(C)=O.CNC(C)=O
Net charge   0
Energy   -13522.95155 eV

natural (NBO) atomic charge list, values in e, 6 entries: C -0.72; C -0.42; C 0.66; O -0.61; N -0.68; H 0.27


# C6H14N2O2

A 2-piece molecular cluster, C6H14N2O2 overall at a distorted geometry (ωB97M-V/def2-TZVPD, OMol25).

Geometry (Å):
C 1.9669 2.0091 -2.5035
C 1.9586 -1.4329 -0.8233
C 1.4370 0.8028 -1.6492
O 0.3856 0.8405 -1.0489
N 2.3393 -0.2140 -1.5668
H 2.8718 2.3157 -1.9926
H 3.3095 -0.1003 -1.8089
H 1.0198 -1.8129 -1.2090
H 2.0490 1.5587 -3.4902
H 1.1650 2.7367 -2.5385
H 2.8216 -2.0752 -0.9755
H 1.7682 -1.2174 0.2314
C -1.9725 1.4904 2.2021
C -1.8356 -2.0641 0.9750
C -2.1587 -0.8724 1.8291
O -2.5982 -1.0339 2.9505
N -1.9875 0.3748 1.2688
H -1.2993 0.3932 0.5261
H -1.3583 2.3110 1.8278
H -1.4250 -2.7750 1.6959
H -2.9529 1.9792 2.1715
H -1.7667 1.1855 3.2230
H -2.6930 -2.4933 0.4628
H -1.0444 -1.9064 0.2426

## Properties
2S+1   1
ΔE to the lowest compared entry with this formula, charge and spin   19.7 kcal/mol
HOMO energy   -9.31 eV
SMILES   CNC(C)=O.CNC(C)=O
Net charge   0
Energy   -13524.77018 eV

natural (NBO) atomic charge list, values in e, 6 entries: C -0.71; C -0.41; C 0.70; O -0.65; N -0.63; H 0.23


# C6H14N2O2

A 2-piece molecular cluster, C6H14N2O2 overall at a distorted geometry (ωB97M-V/def2-TZVPD, OMol25).

Geometry (Å):
C -1.4066 0.6781 -1.9624
C 2.1223 0.0767 -3.1613
C 0.0935 0.5662 -1.9133
O 0.7135 0.9050 -0.9272
N 0.6907 0.3144 -3.1147
H -1.9111 0.2455 -1.1060
H 0.1356 -0.1750 -3.7924
H 2.5130 -0.2267 -2.1846
H -1.6530 1.7194 -1.9311
H -1.9201 0.2704 -2.8265
H 2.3381 -0.7627 -3.8144
H 2.6528 0.9982 -3.3684
C -0.9427 -2.1816 1.5491
C 0.2095 1.2677 2.2302
C -0.3201 -0.1030 2.5988
O -0.2745 -0.6033 3.7014
N -0.9356 -0.7337 1.5476
H -0.8240 -0.3066 0.6416
H -1.4136 -2.6140 0.6678
H -0.3334 1.6637 1.3846
H 0.0589 -2.6203 1.5630
H -1.5023 -2.5425 2.4049
H 0.1286 1.9635 3.0651
H 1.2676 1.1254 2.0197

## Properties
2S+1   1
ΔE to the lowest compared entry with this formula, charge and spin   16.7 kcal/mol
HOMO energy   -9.25 eV
SMILES   CNC(C)=O.CNC(C)=O
Net charge   0
Energy   -13524.89955 eV

natural (NBO) atomic charge list, values in e, 6 entries: C -0.72; C -0.43; C 0.67; O -0.63; N -0.61; H 0.23